# 1
101
Properties=species:S:1:pos:R:3 method="wB97M-V/def2-TZVPD" charge=+1 lumo_energy_ev=-2.755 homo_lumo_gap_ev=6.9 largest_force_ha_per_bohr=0.01879 homo_energy_ev=-9.632
Lu -0.02 0.21 0.75
C 2.23 1.52 -1.70
O 0.92 1.62 -1.14
C 0.06 2.53 -1.70
C 0.29 3.10 -2.95
C -0.63 4.00 -3.46
C -1.78 4.32 -2.74
C -2.00 3.74 -1.50
C -1.08 2.85 -0.97
N -1.24 2.18 0.29
N -2.22 2.61 0.94
C -2.62 2.10 2.15
C -1.89 1.21 2.94
O -0.70 0.80 2.61
C -2.47 0.70 4.14
C -3.71 1.08 4.52
C -4.50 2.00 3.75
C -5.80 2.35 4.15
C -6.54 3.23 3.41
C -5.99 3.77 2.24
C -4.73 3.44 1.82
C -3.95 2.53 2.57
H 2.16 1.07 -2.69
H 2.80 0.89 -1.02
H 2.67 2.51 -1.76
H 1.16 2.84 -3.52
H -0.46 4.44 -4.44
H -2.50 5.01 -3.15
H -2.89 3.97 -0.93
H -1.87 0.02 4.73
H -4.14 0.67 5.43
H -6.20 1.92 5.07
H -7.54 3.50 3.73
H -6.57 4.47 1.65
H -4.33 3.87 0.92
Br -7.22 2.17 -1.17
C -5.77 1.16 -0.54
C -5.84 0.54 0.70
C -4.75 -0.18 1.17
C -3.60 -0.27 0.40
C -3.53 0.36 -0.83
C -4.62 1.07 -1.31
N -2.41 -0.89 0.91
C -2.49 -1.98 1.54
C -1.29 -2.61 2.15
C -1.44 -3.74 2.93
C -0.31 -4.30 3.51
C 0.92 -3.71 3.28
C 0.98 -2.58 2.48
N -0.10 -2.04 1.93
H -6.73 0.65 1.31
H -4.78 -0.60 2.17
H -2.61 0.32 -1.41
H -4.56 1.56 -2.27
H -3.44 -2.50 1.66
H -2.42 -4.16 3.08
H -0.39 -5.18 4.13
H 1.83 -4.11 3.72
H 1.92 -2.07 2.28
O 1.25 -1.06 -5.02
S -0.14 -1.22 -4.57
O -1.15 -0.84 -5.50
N -0.28 -0.49 -3.14
C -0.33 -1.38 -2.17
O -0.33 -1.09 -0.95
C -0.36 -2.81 -2.61
C -0.40 -3.96 -1.85
C -0.42 -5.18 -2.53
C -0.39 -5.23 -3.92
C -0.33 -4.07 -4.68
C -0.31 -2.87 -3.99
H -0.41 -3.90 -0.77
H -0.45 -6.10 -1.97
H -0.42 -6.19 -4.42
H -0.32 -4.10 -5.77
C 2.27 0.11 1.17
C 3.45 0.08 1.47
C 4.86 0.04 1.81
C 5.47 1.11 2.47
C 6.82 1.05 2.78
C 7.58 -0.06 2.45
C 6.98 -1.13 1.79
C 5.63 -1.08 1.47
H 4.88 1.97 2.73
H 7.29 1.89 3.30
H 8.63 -0.10 2.69
H 7.56 -2.01 1.53
H 5.15 -1.91 0.97
N 3.64 -2.05 -4.61
C 4.28 -1.77 -3.28
C 3.83 -2.78 -2.21
N 2.88 -2.34 -1.21
H 4.12 -1.55 -5.37
H 2.64 -1.73 -4.66
H 3.68 -3.04 -4.84
H 3.98 -0.75 -3.00
H 5.35 -1.78 -3.43
H 4.73 -3.12 -1.69
H 3.43 -3.66 -2.72
H 2.05 -1.91 -1.59
H 3.27 -1.69 -0.53

# 2
76
Properties=species:S:1:pos:R:3 method="wB97M-V/def2-TZVPD" charge=-2 lumo_energy_ev=3.889 homo_lumo_gap_ev=4.1 largest_force_ha_per_bohr=0.00221 homo_energy_ev=-0.232
Sc 1.09 -1.19 0.18
C 0.38 -0.26 3.39
C -0.87 -1.04 3.12
O -0.65 -2.41 3.44
C -1.51 -3.29 2.74
C -1.25 -3.36 1.24
O 0.14 -3.36 0.92
C 0.88 -4.41 1.49
C 2.34 -4.11 1.22
O 2.61 -2.76 1.53
C 2.78 -2.45 2.90
C 2.68 -0.95 2.96
O 1.41 -0.55 2.44
H 0.76 -0.47 4.40
H 0.15 0.81 3.31
H -1.11 -0.89 2.05
H -1.68 -0.64 3.74
H -2.57 -3.00 2.88
H -1.38 -4.26 3.22
H -1.62 -2.47 0.71
H -1.73 -4.26 0.83
H 0.60 -5.37 1.05
H 0.70 -4.46 2.57
H 2.56 -4.20 0.15
H 2.99 -4.79 1.78
H 3.77 -2.79 3.23
H 2.00 -2.91 3.51
H 3.44 -0.52 2.31
H 2.81 -0.58 3.98
S 6.49 -0.45 -5.49
C 5.65 -0.82 -4.08
S 4.07 -1.47 -4.05
C 3.85 -1.63 -2.31
C 4.90 -1.20 -1.56
S 5.16 -1.15 0.16
S 6.25 -0.59 -2.50
S 2.31 -2.38 -1.92
C -0.69 -0.50 -0.09
Ge -1.49 1.00 -0.77
C -0.39 2.69 -0.59
C 0.34 3.24 -1.64
C 1.26 4.26 -1.44
C 1.47 4.77 -0.16
C 0.74 4.25 0.90
C -0.17 3.23 0.69
C -1.88 1.02 -2.73
C -1.23 0.07 -3.53
C -1.40 0.04 -4.90
C -2.25 0.96 -5.52
C -2.91 1.90 -4.75
C -2.72 1.93 -3.37
C -3.22 1.64 0.05
C -4.03 0.71 0.71
C -5.23 1.07 1.31
C -5.65 2.40 1.28
C -4.85 3.35 0.65
C -3.66 2.97 0.05
H 0.20 2.85 -2.64
H 1.83 4.65 -2.28
H 2.20 5.56 0.00
H 0.90 4.64 1.90
H -0.72 2.82 1.53
H -0.57 -0.65 -3.04
H -0.87 -0.69 -5.50
H -2.38 0.94 -6.60
H -3.57 2.62 -5.22
H -3.25 2.67 -2.78
H -3.69 -0.32 0.74
H -5.83 0.32 1.81
H -6.58 2.69 1.76
H -5.17 4.39 0.63
H -3.05 3.73 -0.43
N 2.39 0.67 -0.30
H 2.06 1.53 0.12
H 2.28 0.76 -1.31
H 3.39 0.52 -0.10

# 3
57
Properties=species:S:1:pos:R:3 method="wB97M-V/def2-TZVPD" charge=+2 lumo_energy_ev="-7.435 / -8.923" s_squared=6.0678 homo_lumo_gap_ev="6.7 / 5.7" largest_force_ha_per_bohr=0.00271 spin_multiplicity=5 homo_energy_ev="-14.126 / -14.661"
Ru -1.01 0.13 0.92
S -1.39 -0.47 -1.28
C 0.11 -1.33 -1.58
N 0.27 -1.89 -2.73
N 1.42 -2.53 -2.95
C 1.68 -3.13 -4.13
C 2.94 -3.78 -4.28
C 3.23 -4.40 -5.46
C 2.30 -4.39 -6.51
C 1.06 -3.75 -6.36
C 0.74 -3.12 -5.19
N 1.13 -1.43 -0.62
N 0.93 -0.82 0.45
C 1.95 -0.98 1.43
C 2.62 -2.19 1.56
C 3.59 -2.31 2.54
C 3.90 -1.23 3.35
C 3.24 -0.02 3.20
C 2.24 0.11 2.26
H 2.12 -2.55 -2.21
H 3.64 -3.78 -3.45
H 4.18 -4.90 -5.59
H 2.54 -4.88 -7.44
H 0.36 -3.75 -7.18
H -0.21 -2.62 -5.05
H 2.35 -3.03 0.94
H 4.10 -3.26 2.68
H 4.66 -1.33 4.11
H 3.49 0.83 3.83
H 1.74 1.06 2.11
C -3.59 2.14 -0.31
P -3.28 0.85 0.90
C -3.77 1.52 2.50
C -4.42 -0.51 0.55
H -4.64 2.45 -0.25
H -3.38 1.78 -1.32
H -2.96 3.00 -0.10
H -4.83 1.77 2.47
H -3.20 2.43 2.71
H -3.60 0.79 3.29
H -5.44 -0.14 0.58
H -4.30 -1.29 1.29
H -4.21 -0.92 -0.44
O -0.44 1.66 4.64
C -0.56 1.71 3.46
O -0.77 0.57 2.73
C -0.54 2.97 2.65
C -0.90 4.15 3.28
C -0.97 5.33 2.56
C -0.68 5.34 1.20
C -0.29 4.17 0.56
C -0.22 2.99 1.29
H -1.12 4.13 4.34
H -1.26 6.25 3.06
H -0.73 6.27 0.64
H -0.02 4.18 -0.48
H 0.18 2.11 0.78